Record 1
107
Properties=species:S:1:pos:R:3:lowdin_charge:R:1 method="wB97M-V/def2-TZVPD" orbital_gap_ev="3.04 / 3.36" de_lowest_kj_mol=107.3 largest_force_ev_per_a=1.9 total_charge=+3
Ru -0.195 -0.834 -0.415 0.62
Br -0.540 1.464 -0.949 0.34
S 5.697 -3.487 4.088 0.83
P 1.956 -1.847 -0.419 0.94
P 0.223 -1.838 1.622 0.90
Si -2.646 3.724 -2.011 0.94
F -2.107 -2.852 -0.560 0.06
F -1.855 -1.527 -2.279 0.02
N 1.541 -2.667 0.989 -0.38
C 1.381 0.412 2.703 -0.10
C 3.587 -1.209 -0.339 -0.37
C 0.746 -3.872 -1.778 -0.10
C -1.290 2.826 -4.356 -0.08
C -2.445 4.798 -0.533 -0.61
C 1.822 0.682 5.050 -0.02
C 1.936 1.144 3.741 -0.04
C -2.083 -2.439 2.883 -0.09
C 1.808 -2.956 -1.797 -0.35
C 2.330 -3.594 -4.054 -0.02
C 0.490 -4.652 -2.895 -0.03
C 5.140 0.598 -0.030 -0.03
C 5.942 -1.659 -0.406 -0.02
C 1.145 -0.502 5.325 -0.03
C -1.975 -5.163 2.271 -0.03
C -2.621 4.974 -4.359 -0.05
C 5.005 -3.696 5.726 -0.40
C 2.373 -3.698 1.671 -0.19
C -0.940 -4.332 1.876 -0.09
C 4.406 -4.169 3.062 -0.52
C -4.230 1.857 -3.437 -0.08
C -3.061 -4.636 2.960 -0.02
C -4.361 1.751 -0.961 -0.09
C -1.004 4.930 0.003 -0.09
C -2.018 -1.571 -0.932 -0.41
C 1.288 -4.517 -4.026 -0.01
C 3.830 0.149 -0.117 -0.07
C -3.118 -3.279 3.266 -0.03
C 6.189 -0.305 -0.168 -0.01
C 3.423 -3.080 2.607 -0.25
C 2.586 -2.801 -2.947 -0.06
C -1.661 4.076 -3.529 -0.61
C -3.312 4.367 0.659 -0.08
C -0.980 -2.976 2.204 -0.38
C 4.641 -2.117 -0.507 -0.09
C 0.723 -0.792 2.973 -0.35
C -2.931 6.175 -1.070 -0.05
C -0.359 4.842 -3.252 -0.08
C -4.180 2.707 -2.159 -0.61
C 0.589 -1.244 4.289 -0.07
C -5.348 3.729 -2.204 -0.05
H -2.113 5.217 -5.300 0.12
H 7.214 0.047 -0.103 0.13
H 2.846 -4.305 0.897 0.13
H -3.464 1.143 -0.775 0.02
H -2.128 -1.384 3.127 0.12
H -3.931 6.148 -1.523 0.09
H 0.108 5.061 -4.219 0.10
H -3.875 -5.289 3.254 0.13
H -0.688 4.025 0.530 0.04
H 3.385 -2.071 -2.983 0.12
H 2.447 2.080 3.537 0.12
H 1.101 -5.141 -4.893 0.13
H 5.782 -3.419 6.434 0.04
H -3.967 -2.879 3.809 0.13
H 4.450 -3.167 -0.714 0.12
H -5.428 4.339 -1.301 0.07
H 2.251 1.259 5.865 0.13
H -6.281 3.159 -2.299 0.11
H 5.344 1.650 0.138 0.12
H -4.381 4.381 0.446 0.07
H -0.111 -4.745 1.312 0.10
H -4.177 2.452 -4.349 0.08
H 0.067 -2.169 4.508 0.12
H -3.441 1.097 -3.469 0.08
H -4.613 2.266 -0.036 0.07
H 0.154 -4.018 -0.885 0.08
H 3.904 -4.969 3.614 0.09
H 2.938 -2.623 3.471 0.10
H -2.988 6.859 -0.215 0.11
H -0.650 3.157 -5.183 0.10
H -0.321 -5.370 -2.881 0.13
H 2.941 -3.491 -4.943 0.13
H -3.038 3.374 1.033 0.08
H -5.291 4.402 -3.068 0.09
H 4.138 -3.042 5.870 0.03
H -3.561 4.476 -4.621 0.08
H -1.937 -6.221 2.040 0.13
H 0.360 4.257 -2.667 0.08
H -0.990 5.749 0.732 0.11
H 4.913 -4.616 2.201 0.08
H 1.448 0.782 1.690 0.05
H -2.149 2.330 -4.796 0.06
H 4.721 -4.738 5.882 0.05
H -2.906 -1.016 -0.647 0.12
H 3.010 0.851 -0.021 0.09
H -3.140 5.081 1.474 0.11
H 1.039 -0.845 6.349 0.13
H -2.238 6.614 -1.794 0.08
H 3.967 -2.291 2.093 0.09
H -0.720 2.086 -3.784 0.04
H -5.188 1.069 -1.195 0.10
H -2.860 5.922 -3.866 0.08
H -5.195 1.335 -3.454 0.10
H -0.522 5.797 -2.753 0.08
H 1.722 -4.362 2.235 0.11
H 6.767 -2.353 -0.527 0.13
H -0.262 5.162 -0.755 0.06

=====

Record 2
120
Properties=species:S:1:pos:R:3:lowdin_charge:R:1 method="wB97M-V/def2-TZVPD" orbital_gap_ev=8.07 de_lowest_kj_mol=2.6 largest_force_ev_per_a=1.2
As 1.237 -3.259 -1.406 1.09
Ca 0.690 -0.713 0.393 1.29
S 1.878 0.852 -3.133 1.01
P -2.947 -1.960 -0.626 0.48
P -2.647 -0.403 1.752 0.49
O 1.346 -0.200 -2.211 -0.59
O 2.953 -0.748 0.289 -0.25
O 1.276 -2.584 1.989 -0.17
O -1.267 -0.915 1.713 -0.32
O 4.277 0.493 1.602 0.04
O 1.154 0.739 2.048 -0.17
O -1.591 -1.620 -1.087 -0.30
O -3.532 -0.987 0.538 -0.27
O 0.391 0.635 4.144 0.00
N -2.823 1.216 1.535 -0.27
N -0.415 1.348 -0.500 0.01
N 0.220 10.064 0.990 0.16
N -4.044 -1.811 -1.846 -0.29
N -3.102 -3.441 0.067 -0.28
N -3.431 -0.930 3.102 -0.29
N -0.642 3.537 -0.595 0.01
C 0.901 -5.031 -0.615 -0.31
C 1.683 -3.429 4.116 -0.09
C -1.176 1.666 -1.599 -0.12
C 0.077 8.956 0.724 -0.18
C -0.658 5.879 -1.227 -0.02
C 3.346 3.316 -0.262 -0.04
C 1.990 -0.987 3.525 -0.09
C 5.619 -0.670 -3.072 -0.06
C 6.081 -0.367 -4.347 -0.08
C 4.338 -0.310 -2.683 -0.07
C -5.457 -2.001 -1.570 -0.09
C 3.536 0.359 -3.597 -0.37
C 3.501 -0.436 1.413 -0.63
C 2.379 4.688 -1.993 -0.10
C -2.701 -1.051 4.365 -0.07
C 0.367 -3.498 -3.141 -0.31
C -2.713 -4.573 -0.766 -0.09
C -4.848 -0.637 3.250 -0.11
C 3.039 4.571 -0.777 -0.07
C 2.331 2.301 -2.173 -0.37
C 3.061 -3.609 -2.022 -0.30
C -0.103 5.253 1.033 0.01
C -3.758 -0.955 -2.989 -0.09
C 5.263 0.296 -5.250 -0.08
C 2.993 2.172 -0.960 -0.05
C -4.000 -3.793 1.155 -0.09
C 1.126 0.255 3.224 -0.62
C 0.085 6.584 1.354 -0.01
C -0.473 4.896 -0.260 -0.19
C -0.484 7.210 -0.902 -0.02
C 1.085 -2.228 3.380 -0.25
C 2.015 3.546 -2.697 -0.10
C 2.715 -2.757 2.079 -0.27
C -0.109 7.570 0.390 -0.23
C -0.122 2.475 0.084 -0.16
C -1.333 3.013 -1.676 -0.05
C 3.178 -1.385 2.586 -0.09
C 2.844 -3.820 3.170 -0.09
C 3.977 0.660 -4.876 -0.09
C -2.232 2.031 2.597 -0.07
C -3.926 1.849 0.834 -0.09
H 3.964 -0.538 -1.688 0.09
H 3.238 1.196 -0.553 0.08
H -3.572 2.789 0.405 0.08
H -3.508 -4.529 1.795 0.09
H 5.621 0.524 -6.246 0.10
H -1.634 -0.918 4.208 0.05
H 0.659 -2.659 -3.771 0.02
H 7.084 -0.652 -4.639 0.10
H 3.821 -3.791 3.651 0.12
H -5.946 -2.457 -2.433 0.09
H -5.957 -1.050 -1.352 0.09
H 2.321 -0.881 4.557 0.15
H -1.869 3.630 -2.374 0.11
H -0.715 -3.470 -3.025 -0.01
H -5.015 0.285 3.818 0.09
H -1.960 -4.266 -1.487 0.05
H 2.012 -3.161 5.118 0.12
H -1.544 0.900 -2.257 0.09
H 0.671 -4.435 -3.609 0.03
H -0.909 5.604 -2.242 0.11
H -0.626 7.976 -1.652 0.12
H -5.324 -0.536 2.274 0.08
H -4.932 -4.238 0.787 0.08
H 0.487 2.549 0.971 0.12
H 0.032 -2.046 3.559 0.13
H -5.340 -1.456 3.780 0.09
H 3.105 -3.026 1.103 0.13
H 1.770 -5.307 -0.017 0.02
H -3.024 -0.272 5.061 0.09
H 4.092 -1.465 3.175 0.15
H -4.229 -2.924 1.764 0.06
H -2.684 -0.915 -3.149 0.07
H 0.039 -4.983 0.048 0.00
H 0.951 -4.232 4.200 0.11
H -4.767 2.075 1.501 0.08
H -2.958 2.236 3.395 0.09
H 3.865 3.203 0.682 0.11
H 3.763 -3.452 -1.204 0.02
H 2.144 5.667 -2.392 0.10
H 0.378 6.863 2.357 0.13
H -1.349 1.548 3.027 0.07
H 3.320 5.464 -0.231 0.11
H 1.491 3.621 -3.643 0.11
H -2.282 -5.353 -0.136 0.08
H 0.743 -5.793 -1.379 0.02
H -4.276 1.219 0.021 0.07
H -1.923 2.988 2.171 0.07
H -5.594 -2.661 -0.715 0.07
H -4.140 0.063 -2.842 0.09
H 3.304 -2.904 -2.817 0.01
H -4.231 -1.374 -3.879 0.09
H 3.152 -4.628 -2.399 0.03
H -3.572 -4.992 -1.303 0.09
H 2.696 -4.817 2.754 0.11
H -2.891 -2.026 4.820 0.09
H 6.262 -1.185 -2.369 0.11
H 3.322 1.170 -5.573 0.10
H 0.042 4.496 1.792 0.12

=====

Record 3
109
Properties=species:S:1:pos:R:3:lowdin_charge:R:1 method="wB97M-V/def2-TZVPD" orbital_gap_ev="6.76 / 7.14" spin_multiplicity=3 de_lowest_kj_mol=35.5 largest_force_ev_per_a=2.1 s2=2.010
V -0.949 -0.563 0.898 1.10
O 0.102 -2.062 1.580 -0.11
O -2.700 -6.617 4.798 0.07
O 0.179 0.669 1.523 -0.23
O -2.429 -1.072 2.070 -0.07
O -0.760 -7.482 4.452 0.08
O -1.537 -1.328 -0.641 -0.22
N -2.869 1.789 1.553 -0.28
N -1.224 1.470 -0.872 -0.16
N -1.590 -6.610 4.314 -0.36
C -1.961 2.704 -0.554 -0.16
C -4.200 1.535 1.029 -0.09
C -0.431 -2.692 -3.841 0.02
C -0.910 -2.726 -2.528 -0.07
C 0.708 1.174 4.476 -0.04
C -0.297 -1.537 -4.606 -0.16
C -0.994 -4.082 -1.796 -0.52
C 2.980 5.564 0.907 -0.56
C 0.182 -5.281 3.143 0.02
C 0.286 -1.619 -6.021 -0.56
C -1.207 -1.490 -1.954 -0.23
C -2.928 2.003 2.988 -0.09
C -2.569 -2.146 2.671 -0.12
C 0.311 -4.294 -1.017 -0.03
C 0.604 -4.168 2.490 0.02
C -0.293 -3.080 2.244 -0.32
C -0.513 -2.626 -6.858 -0.05
C 0.948 1.782 1.365 -0.25
C -2.191 -4.173 -0.838 -0.04
C -1.759 0.949 -2.149 -0.13
C 2.356 3.482 2.203 0.03
C -1.609 -3.192 2.778 -0.11
C 2.573 6.468 2.078 -0.05
C -2.022 -4.353 3.462 0.05
C 0.221 1.739 -1.034 -0.11
C 2.265 4.214 1.018 -0.16
C 0.912 2.410 0.132 -0.14
C 0.246 -0.266 -6.728 -0.07
C 4.499 5.343 0.952 -0.05
C 1.995 1.420 3.682 -0.53
C 2.603 0.070 3.269 -0.03
C 1.562 3.632 -0.028 0.02
C -1.166 -0.322 -2.705 -0.14
C -1.162 -5.238 -2.792 -0.07
C -2.232 2.936 0.920 -0.18
C 1.746 -2.080 -5.938 -0.05
C -1.147 -5.366 3.617 -0.13
C 1.736 2.251 2.413 -0.08
C 2.986 2.109 4.623 -0.07
C 2.630 6.277 -0.397 -0.07
C -0.704 -0.348 -4.016 0.02
H 0.648 -0.373 -7.739 0.08
H 3.046 7.450 1.977 0.08
H -1.383 -6.155 -2.238 0.09
H 0.848 0.484 -6.210 0.08
H 0.476 -3.492 -0.293 0.07
H 5.032 6.294 0.855 0.09
H 0.850 -6.115 3.313 0.12
H 3.086 7.271 -0.406 0.08
H -4.162 1.283 -0.031 0.07
H -0.034 0.639 3.888 0.06
H -4.870 2.401 1.156 0.09
H -2.877 3.827 0.996 0.13
H 1.917 -0.518 2.660 0.06
H 3.163 1.456 5.481 0.09
H -2.922 2.649 -1.067 0.11
H 0.381 2.359 -1.928 0.13
H -3.135 -4.104 -1.387 0.10
H -4.635 0.683 1.551 0.08
H -3.027 -4.442 3.858 0.13
H -2.190 -3.391 -0.085 0.05
H 1.489 6.611 2.105 0.09
H 4.804 4.881 1.895 0.08
H 1.550 6.404 -0.512 0.09
H 1.164 -4.304 -1.701 0.09
H -1.668 1.727 -2.920 0.13
H -2.167 -5.145 -0.334 0.09
H 1.509 4.116 -0.998 0.11
H -1.445 3.575 -0.977 0.13
H -1.316 3.163 1.463 0.11
H 2.958 3.889 3.005 0.09
H -0.137 -2.648 -7.885 0.08
H -3.524 -2.287 3.195 0.15
H -0.147 -3.633 -4.296 0.10
H -1.572 -2.357 -6.887 0.09
H 2.879 6.053 3.041 0.08
H 3.952 2.295 4.145 0.09
H 0.697 0.777 -1.240 0.14
H -1.926 2.186 3.371 0.07
H -2.825 0.785 -1.982 0.13
H -0.774 0.118 -6.815 0.09
H 0.289 -5.248 -0.479 0.09
H -3.565 2.861 3.253 0.09
H 0.936 0.576 5.364 0.09
H 3.524 0.223 2.699 0.09
H 2.853 -0.508 4.165 0.09
H 4.821 4.686 0.139 0.09
H 2.348 -1.368 -5.369 0.09
H -0.437 -3.640 -6.458 0.08
H 2.177 -2.169 -6.940 0.08
H -0.259 -5.433 -3.376 0.08
H 3.005 5.738 -1.272 0.08
H 2.605 3.060 5.005 0.09
H 1.829 -3.054 -5.448 0.08
H 1.615 -4.079 2.118 0.13
H -0.684 0.585 -4.569 0.11
H 0.270 2.118 4.813 0.09
H -3.330 1.118 3.483 0.08
H -1.986 -5.055 -3.487 0.09

=====

Record 4
107
Properties=species:S:1:pos:R:3:lowdin_charge:R:1 method="wB97M-V/def2-TZVPD" orbital_gap_ev=7.38 smiles="C#CC[Si@H](CCCCCCCCCCCCCCCCCC)COC.O=C1C=CC(=O)C=C1.O=C1C=CC(=O)C=C1.O=C1C=CC(=O)C=C1" largest_force_ev_per_a=3.1
Si 5.045 -0.057 -1.718 0.70
O 4.417 2.463 6.173 0.08
O 7.388 -0.675 -3.124 -0.27
O 4.956 7.372 4.246 0.11
O 6.516 -3.576 5.882 0.11
O -9.355 0.101 -1.523 0.09
O -11.691 4.757 -2.487 0.11
O 7.057 1.333 3.957 0.03
C 4.286 -0.484 -0.007 -0.29
C -5.950 -2.166 -1.955 -0.21
C -4.674 -3.059 -1.692 -0.20
C 3.624 -1.947 -0.031 -0.25
C -10.908 3.226 -0.881 0.02
C -3.626 -2.841 -2.882 -0.20
C -1.167 -3.282 -1.943 -0.19
C 3.763 4.722 6.282 0.02
C 5.612 5.114 4.136 0.03
C -10.138 1.632 -3.129 0.02
C 1.465 -3.591 -2.321 -0.21
C -4.852 1.290 -0.786 -0.21
C 4.834 6.247 4.687 -0.39
C -4.618 2.131 -2.116 -0.25
C 6.932 0.204 4.401 -0.34
C 1.452 -4.251 -0.891 -0.21
C -6.298 0.671 -0.629 -0.21
C -5.933 2.621 -2.826 -0.14
C 1.400 -3.239 0.323 -0.21
C 6.639 -2.451 5.441 -0.39
C 5.765 1.716 -1.565 -0.27
C 5.997 -0.084 5.511 0.04
C 6.494 1.993 1.054 0.08
C 8.654 -0.214 -2.620 -0.13
C 3.899 5.955 5.799 0.02
C -6.783 -1.891 -0.626 -0.21
C 7.710 -0.926 3.848 0.03
C 6.176 1.954 -0.096 -0.21
C -9.892 1.168 -1.745 -0.38
C -10.724 2.803 -3.371 0.02
C 4.541 3.590 5.729 -0.36
C -6.174 -0.683 0.212 -0.18
C 7.574 -2.160 4.329 0.03
C 5.861 -1.319 5.993 0.03
C -11.155 3.691 -2.266 -0.39
C 2.035 -1.826 0.043 -0.21
C 5.476 3.880 4.618 0.03
C -2.306 -2.198 -2.298 -0.20
C 0.118 -2.867 -2.754 -0.21
C 6.554 -1.211 -2.080 -0.31
C -10.323 2.055 -0.640 0.02
H 1.603 -1.279 -0.832 0.10
H -4.027 0.531 -0.727 0.09
H -1.051 -3.238 -0.833 0.09
H -7.846 -1.681 -0.936 0.09
H 4.974 2.439 -1.905 0.08
H 6.126 -2.211 -2.391 0.09
H -1.890 -1.525 -3.104 0.10
H -4.997 -4.139 -1.626 0.11
H -6.655 3.058 -2.082 0.07
H -6.817 -2.837 -0.008 0.11
H 4.039 -0.153 -2.803 0.00
H 8.389 -0.693 3.036 0.12
H -6.924 1.443 -0.099 0.11
H -4.030 1.474 -2.823 0.10
H 8.610 0.100 -1.544 0.09
H 3.564 0.310 0.323 0.08
H 5.435 0.760 5.904 0.09
H 3.084 4.490 7.093 0.12
H -5.093 -0.948 0.401 0.09
H -9.817 0.971 -3.924 0.12
H 1.706 -4.407 -3.065 0.11
H -6.757 -0.644 1.172 0.10
H 6.037 3.037 4.226 0.08
H 6.290 5.346 3.324 0.12
H 2.432 -4.809 -0.795 0.11
H 0.278 -1.759 -2.770 0.10
H -3.465 -3.757 -3.503 0.11
H -3.992 3.023 -1.836 0.10
H 8.926 0.683 -3.246 0.09
H -10.135 1.698 0.365 0.12
H 5.109 -0.498 0.765 0.07
H -6.794 0.394 -1.589 0.07
H -4.070 -2.067 -3.576 0.10
H 9.463 -0.985 -2.758 0.09
H -4.718 2.009 0.076 0.11
H 5.182 -1.550 6.804 0.13
H -5.759 3.392 -3.624 0.07
H -0.077 -3.176 -3.825 0.11
H 4.033 -2.507 0.854 0.11
H -6.477 1.765 -3.324 0.07
H -10.911 3.159 -4.376 0.12
H -2.513 -1.588 -1.374 0.10
H -1.519 -4.297 -2.276 0.11
H 6.829 1.970 2.114 0.02
H 2.295 -2.836 -2.439 0.09
H -4.196 -2.774 -0.714 0.10
H 2.013 -3.702 1.154 0.11
H 3.338 6.794 6.192 0.12
H -5.707 -1.198 -2.478 0.10
H 0.661 -5.052 -0.847 0.11
H 3.842 -2.492 -0.988 0.08
H 6.666 1.855 -2.225 0.07
H 7.122 -1.406 -1.123 0.09
H 0.368 -3.117 0.762 0.10
H 8.134 -2.999 3.937 0.12
H -6.604 -2.752 -2.669 0.12
H 1.846 -1.207 0.973 0.11
H -11.229 3.887 -0.086 0.12